C43H103FO16S10 | ωB97M-V/def2-TZVPD

Structure (XYZ):
```
173
Properties=species:S:1:pos:R:3:forces:R:3:mulliken_charge:R:1
C 6.06529 -0.04087 1.72083 -0.033 -0.005 0.072 -1.006
C 5.26903 -1.33305 1.58263 -0.109 -0.016 -0.134 -0.148
O 4.16059 -1.42126 2.46682 -0.057 0.001 0.019 -0.431
C 3.13142 -0.47324 2.21673 0.064 0.073 0.017 -1.312
C 2.28410 -0.81342 1.00076 -0.024 0.000 -0.073 2.195
C 1.42256 -2.06459 1.14777 0.031 -0.107 -0.075 -1.446
C 0.42289 -2.07972 2.30419 -0.018 0.010 0.026 -0.624
C -0.63707 -0.97119 2.26842 0.110 0.079 -0.012 -0.523
C -1.58937 -1.05060 1.05030 -0.055 0.042 -0.183 1.849
C -1.43314 0.21563 0.13842 -0.022 -0.172 0.015 0.159
C -1.60969 -0.07802 -1.36791 0.001 -0.005 0.111 -0.382
C -0.70523 0.77329 -2.27670 -0.007 -0.036 -0.061 -0.376
C 0.08611 -0.06599 -3.26359 0.002 -0.044 0.025 -0.850
O -0.73157 -0.87428 -4.10636 -0.229 0.106 0.046 -0.447
C -2.23581 1.43341 0.62954 -0.290 0.472 0.081 0.804
C -2.13908 2.66860 -0.27975 0.125 -0.018 0.033 -0.661
C -3.06831 3.82458 0.10991 -0.093 -0.068 -0.046 -1.122
O -2.43041 5.07063 -0.18114 0.017 0.227 0.338 -0.559
O -2.00793 1.72234 1.99511 0.330 -0.455 -0.160 -0.167
C -1.07600 2.72524 2.42476 -0.206 0.143 0.046 -0.463
C 0.39669 2.55445 2.09823 -0.060 -0.071 0.025 -0.661
S -4.03511 0.98379 0.58263 0.479 -0.372 0.166 1.385
O -4.53877 1.21834 -0.74208 -0.139 0.118 -0.075 -0.641
O -4.70673 1.59702 1.68450 -0.220 0.192 -0.070 -0.767
O -4.04802 -0.57125 0.73867 -0.030 -0.023 0.116 -0.135
C -3.06561 -1.52596 1.30964 0.023 0.011 -0.020 0.770
C -3.55682 -1.79246 2.75900 -0.072 0.034 -0.201 -0.181
C -3.70409 -0.53376 3.62520 0.078 -0.036 0.134 -1.840
C -2.78921 -2.93007 3.46227 0.051 0.049 0.129 1.118
C -3.60812 -4.19679 3.74406 -0.045 -0.091 0.399 -1.804
C -3.41348 -2.76167 0.42677 -0.022 -0.015 0.006 -0.783
F -3.40219 -2.32779 -0.90322 0.137 0.059 -0.010 -0.179
C -2.55415 -4.03744 0.53544 -0.036 0.148 0.006 0.408
C -2.20185 -4.60831 -0.83651 -0.150 -0.050 0.083 -1.545
H 7.10832 -0.19972 1.44674 -0.030 0.047 -0.021 0.392
H 6.01014 0.30862 2.75539 0.109 -0.051 -0.021 0.324
H 5.68834 0.75720 1.07863 -0.032 -0.014 0.048 0.109
H 4.93392 -1.45687 0.54432 0.060 -0.034 0.015 0.185
H 5.88563 -2.20158 1.81438 0.012 0.062 0.086 0.446
H 3.55169 0.53391 2.10809 0.000 -0.037 -0.042 0.376
H 2.52482 -0.46416 3.12589 -0.021 0.012 -0.054 0.249
H 1.69295 0.06464 0.72885 -0.026 -0.027 0.135 -1.109
H 2.94865 -0.96397 0.14297 -0.045 -0.002 0.111 0.043
H 2.07783 -2.93339 1.26161 -0.005 0.027 -0.015 0.715
H 0.88638 -2.21901 0.20235 0.031 -0.038 0.038 0.024
H -0.04166 -3.06838 2.30889 -0.049 -0.001 0.081 -0.155
H 0.95754 -2.00499 3.25757 0.025 -0.005 -0.061 0.655
H -1.16342 -0.93882 3.21810 -0.077 -0.063 -0.015 0.530
H -0.10828 -0.02223 2.20245 -0.021 0.007 0.120 -1.051
H -1.14864 -1.83094 0.42311 -0.205 -0.053 -0.003 0.169
H -0.37617 0.48146 0.24461 -0.078 0.148 0.086 -0.176
H -2.65220 0.01890 -1.67048 -0.003 -0.108 0.038 0.078
H -1.35069 -1.12659 -1.51469 -0.031 -0.029 -0.085 0.628
H 0.01410 1.33929 -1.68000 -0.052 0.017 -0.003 -0.423
H -1.28931 1.51585 -2.83218 0.046 -0.038 -0.042 0.420
H 0.72495 -0.76401 -2.71047 0.037 0.037 -0.067 0.221
H 0.72739 0.58138 -3.87244 -0.001 -0.046 0.023 0.320
H -1.56501 -0.40740 -4.25271 0.179 -0.082 -0.031 0.337
H -1.10727 3.02648 -0.28199 0.008 0.005 0.115 0.292
H -2.36719 2.36270 -1.29640 0.002 0.016 0.040 0.572
H -3.35694 3.75455 1.15944 0.068 0.065 0.032 0.594
H -3.99003 3.75135 -0.47401 0.047 0.043 0.028 0.175
H -2.48996 5.63958 0.59865 -0.012 -0.207 -0.325 0.361
H -1.41751 3.70343 2.08115 0.022 0.034 -0.114 0.214
H -1.20276 2.71408 3.50875 -0.068 0.035 -0.035 0.552
H 0.61091 2.34745 1.05238 -0.109 0.046 0.067 0.046
H 0.89561 3.49648 2.34059 0.008 -0.025 -0.004 0.493
H 0.86377 1.78022 2.70708 -0.016 -0.063 -0.018 0.066
H -4.58057 -2.15093 2.60802 0.053 -0.028 -0.032 1.112
H -4.63199 -0.00899 3.41801 0.000 -0.004 -0.057 0.369
H -3.71992 -0.83834 4.67485 -0.018 0.040 -0.029 0.493
H -2.90175 0.18968 3.48878 0.024 -0.061 0.017 0.160
H -2.38474 -2.54513 4.40270 -0.022 0.003 -0.040 0.999
H -1.91896 -3.21561 2.89007 0.103 -0.021 -0.036 -1.678
H -3.05212 -5.08350 3.44489 -0.145 -0.046 -0.031 0.061
H -4.58886 -4.20055 3.26421 0.136 -0.012 -0.204 0.424
H -3.80764 -4.30488 4.81406 0.008 0.025 -0.024 0.356
H -4.45772 -3.01018 0.63387 0.008 0.043 -0.027 0.776
H -1.63181 -3.86790 1.08956 -0.002 0.075 0.014 -0.628
H -3.14057 -4.76627 1.09722 0.115 -0.052 0.023 0.365
H -1.48556 -3.97647 -1.36412 -0.053 0.006 -0.023 0.301
H -3.09265 -4.68760 -1.45452 0.083 -0.109 -0.040 0.200
H -1.77023 -5.60505 -0.74528 0.000 0.025 0.055 0.374
C -1.87386 -8.08267 2.12339 0.082 0.062 0.071 -0.479
S -3.52421 -8.65923 1.72554 -0.003 0.014 -0.030 0.427
O -4.40697 -7.46286 1.76049 -0.022 0.072 0.007 -0.553
C -3.79673 -9.53244 3.27413 0.002 -0.023 0.011 -0.926
H -1.53845 -7.45653 1.29862 -0.018 -0.007 -0.019 0.141
H -1.90697 -7.49142 3.03961 0.025 0.029 -0.021 -0.033
H -1.20033 -8.93289 2.23466 -0.015 -0.010 -0.022 0.489
H -3.68905 -8.82725 4.09808 -0.002 0.011 -0.005 0.248
H -3.08283 -10.35152 3.36144 -0.006 -0.002 0.006 0.361
H -4.81052 -9.92651 3.24868 0.000 0.004 0.000 0.338
C 3.54489 3.57795 -2.04483 0.056 0.033 0.058 -1.086
S 2.58405 2.09439 -1.78890 0.133 -0.008 -0.233 0.669
O 2.07866 2.13741 -0.38337 0.059 0.041 -0.073 -0.702
C 3.95099 0.93347 -1.80874 0.009 0.004 0.004 -0.924
H 2.86558 4.42471 -2.00509 0.015 0.016 -0.012 0.174
H 4.29800 3.67023 -1.26225 -0.009 -0.034 0.009 0.419
H 4.00836 3.54933 -3.03010 -0.010 0.010 -0.003 0.440
H 4.66448 1.20813 -1.03134 0.005 -0.018 -0.010 0.091
H 4.41876 0.94983 -2.79273 0.014 0.007 0.007 0.580
H 3.54173 -0.05588 -1.61132 0.022 0.054 -0.059 0.260
C -2.05599 -3.79874 -5.56199 -0.004 0.022 -0.022 -1.181
S -3.06435 -4.37288 -4.19388 -0.024 -0.020 -0.074 0.895
O -2.65348 -5.77945 -3.92676 0.028 -0.007 0.019 -0.715
C -4.60873 -4.44165 -5.10004 -0.064 0.135 -0.026 -1.099
H -1.03493 -3.72105 -5.19844 0.032 0.004 0.006 0.309
H -2.12388 -4.52130 -6.37542 0.012 0.006 0.009 0.442
H -2.40086 -2.81464 -5.87638 -0.009 0.013 -0.022 0.335
H -4.51117 -5.11318 -5.95285 0.060 -0.010 0.016 0.418
H -4.87610 -3.43114 -5.41519 -0.097 -0.026 0.000 0.303
H -5.36850 -4.81792 -4.41739 0.010 -0.008 0.005 0.301
C 1.05901 7.19350 -2.68008 -0.017 0.000 0.000 -0.824
S 2.22408 7.03330 -4.03834 -0.033 -0.004 -0.032 0.509
O 3.47648 6.47325 -3.46047 -0.004 -0.027 0.028 -0.587
C 2.50858 8.79152 -4.26472 -0.009 0.024 -0.003 -0.973
H 0.79139 6.18899 -2.35740 -0.012 0.002 0.001 0.153
H 1.53601 7.73528 -1.86379 0.009 -0.006 0.000 0.328
H 0.16573 7.71220 -3.02720 -0.006 -0.005 0.010 0.413
H 2.88097 9.21418 -3.33209 0.007 -0.006 0.001 0.309
H 1.57982 9.27229 -4.57111 0.006 0.007 -0.004 0.370
H 3.25552 8.89752 -5.04842 0.002 0.000 0.003 0.324
C -8.36294 -0.99245 -3.37558 -0.031 0.012 -0.010 -0.938
S -6.72873 -0.58484 -3.99989 0.081 0.006 0.098 0.503
O -6.51910 -1.41724 -5.21879 0.033 -0.064 -0.076 -0.640
C -5.81282 -1.38132 -2.68135 0.009 -0.006 0.084 -0.499
H -9.08872 -0.60957 -4.08993 -0.004 -0.008 -0.002 0.349
H -8.45126 -2.07557 -3.29498 0.009 -0.004 -0.003 0.292
H -8.50738 -0.51432 -2.40700 -0.002 0.001 -0.001 0.328
H -6.09003 -2.43523 -2.64369 0.005 -0.009 -0.032 0.420
H -6.01984 -0.88853 -1.73122 0.061 0.040 -0.026 0.324
H -4.75225 -1.28708 -2.90672 -0.013 0.004 0.017 -0.138
C 10.36602 2.99929 -0.44531 -0.005 0.017 0.001 -0.893
S 10.13365 1.57964 0.62363 0.023 0.011 0.013 0.415
O 8.93687 0.85225 0.11881 -0.038 -0.038 -0.039 -0.563
C 9.58800 2.50428 2.06461 0.012 0.012 0.020 -0.946
H 10.64808 2.63031 -1.42835 0.000 -0.012 0.006 0.310
H 9.43699 3.56140 -0.52364 -0.003 0.000 -0.004 0.327
H 11.15993 3.63181 -0.05002 -0.003 0.007 -0.013 0.363
H 8.70408 3.08256 1.79697 -0.003 -0.002 -0.005 0.282
H 10.39271 3.15496 2.40647 -0.009 0.001 0.008 0.392
H 9.34179 1.78091 2.83928 -0.002 -0.001 -0.002 0.321
C 0.60543 -3.97567 6.02134 -0.007 0.025 0.001 -0.681
S 0.31590 -5.67493 5.52186 0.025 -0.039 -0.043 0.338
O -0.58899 -5.62174 4.34089 -0.033 -0.011 -0.061 -0.449
C -0.71256 -6.12871 6.92286 -0.001 0.031 0.037 -0.954
H 1.19402 -3.50803 5.23432 -0.003 0.000 -0.001 0.081
H -0.35346 -3.46758 6.12617 0.000 -0.001 -0.014 0.207
H 1.16310 -3.96256 6.95764 0.002 0.008 -0.003 0.462
H -1.57179 -5.45954 6.96551 -0.003 -0.003 -0.014 0.261
H -0.12447 -6.07147 7.83870 -0.010 -0.008 0.005 0.393
H -1.04353 -7.15234 6.76050 0.002 0.000 -0.004 0.334
C 13.19311 5.07142 -2.79750 0.024 -0.003 -0.011 -0.907
S 11.72444 6.06252 -3.09932 -0.022 0.037 -0.008 0.446
O 10.63810 5.47314 -2.27197 0.022 -0.031 0.038 -0.559
C 11.44578 5.49383 -4.77979 0.013 0.006 -0.028 -0.911
H 13.49666 5.25025 -1.76802 -0.003 -0.001 0.000 0.302
H 12.94985 4.01882 -2.94055 -0.007 -0.001 0.002 0.272
H 13.98841 5.38344 -3.47412 0.004 -0.004 0.007 0.389
H 11.32777 4.41067 -4.77366 -0.004 -0.001 0.006 0.289
H 12.28240 5.79482 -5.41007 -0.008 -0.002 -0.007 0.365
H 10.53070 5.96654 -5.12989 -0.002 -0.002 0.004 0.315
C -7.62483 4.35711 0.35430 0.021 -0.019 0.014 -0.444
S -7.61718 6.14621 0.51946 0.061 -0.044 0.016 0.496
O -9.03674 6.58083 0.57468 -0.034 0.009 -0.009 -0.636
C -7.03894 6.48942 -1.14771 0.034 -0.008 -0.014 -0.835
H -8.00151 3.94937 1.28986 -0.002 -0.001 -0.001 0.341
H -8.28480 4.08135 -0.46776 -0.006 0.007 -0.001 0.328
H -6.61106 3.99427 0.18261 0.002 -0.016 0.011 -0.096
H -7.74048 6.05851 -1.86149 -0.006 0.001 0.003 0.301
H -6.04014 6.07218 -1.27902 0.002 0.005 -0.007 0.268
H -7.00702 7.57096 -1.26136 -0.006 0.000 -0.002 0.319
```
Positions in Å, forces in eV/Å.

- HOMO level (eV) = -8.283
- orbital gap (eV) = 8.6
- electronic energy (Ha) = -6985.4288
- energy above the lowest of the compared OMol25 structures with the same formula, charge and spin (kcal per mole) = 0.0